Record 1
Formula: C27H26AsBrIrN6O7PS
Source: the Open Molecules 2025 dataset
Level of theory: wB97M-V/def2-TZVPD

CARTESIAN COORDINATES (ANGSTROEM)
Ir 0.62169 -0.49530 0.35462
O 2.65710 -2.48484 -1.67977
As 1.84861 -0.87750 -1.73707
O 3.00108 0.12388 -2.30299
O 3.01395 -2.75441 0.87877
C 0.50784 -1.32151 -3.09505
C 0.90240 -1.38460 -4.42116
C 0.00277 -1.77952 -5.40518
C -1.30217 -2.11664 -5.07367
C -1.72331 -2.04870 -3.75409
C -0.81373 -1.64756 -2.78656
S -1.39756 -1.45644 -1.14371
O -2.74276 -1.88711 -1.03615
O -0.42055 -2.15834 -0.18786
O -1.10020 -0.03584 -0.73652
H 2.09772 -3.14205 -1.24847
H 1.91642 -1.10873 -4.68247
H 0.32302 -1.82280 -6.43774
H -1.99859 -2.42218 -5.84212
H -2.74076 -2.28550 -3.47600
Br 4.83722 -2.10647 -6.60714
C 5.72784 -1.86976 -4.96966
C 6.93392 -2.52877 -4.75059
C 7.58843 -2.34392 -3.55124
C 7.00887 -1.53301 -2.57177
C 5.80577 -0.85437 -2.80355
C 5.16917 -1.02925 -4.01268
N 7.73736 -1.42884 -1.37329
N 7.27766 -0.94842 -0.35809
C 6.04784 -0.84618 0.18700
C 5.66150 0.44216 0.62461
C 4.39078 0.66412 1.05970
C 3.48029 -0.40850 1.11427
O 2.23393 -0.19585 1.41489
C 3.92300 -1.73317 0.82317
N 3.22412 -3.49979 2.09827
C 4.21358 -4.29193 1.96609
C 5.14915 -4.39971 0.85423
C 5.62703 -3.35594 0.15810
C 5.20121 -1.98493 0.38607
H 7.35344 -3.16418 -5.51707
H 8.53761 -2.82075 -3.34776
H 5.36314 -0.18275 -2.07869
H 4.23943 -0.51555 -4.20387
H 6.36923 1.25236 0.51679
H 4.03812 1.65703 1.29894
H 4.36282 -4.94448 2.82313
H 5.58145 -5.37872 0.69111
H 6.42593 -3.54221 -0.54600
C -2.74139 0.71457 4.34043
N -3.01995 -0.53725 3.63740
C -2.52211 -1.65198 4.44381
N -1.10301 -1.54357 4.78854
C -0.87912 -0.26089 5.45624
N -1.32859 0.89675 4.68100
C -0.50956 1.10056 3.48900
P -0.61518 -0.36972 2.38095
C -2.44848 -0.54238 2.29178
C -0.25133 -1.69120 3.60960
H -3.31293 0.71278 5.26932
H -3.07632 1.55426 3.72988
H -2.69186 -2.58758 3.90889
H -3.09294 -1.67546 5.37309
H 0.18326 -0.15284 5.68076
H -1.43232 -0.26989 6.39627
H 0.53186 1.26414 3.77506
H -0.84834 1.98852 2.95109
H -2.70567 -1.47305 1.78130
H -2.86536 0.27669 1.70214
H 0.80276 -1.64431 3.89124
H -0.41430 -2.66514 3.14445

Computed properties:
- spin multiplicity = 2
- max |F| (eV/Å) = 0.7
- charge = +1
- E_HOMO (spin up / spin down) (Eh) = -0.4008 / -0.4008

Record 2
Formula: C3H8O2P2
Source: the Open Molecules 2025 dataset
Level of theory: wB97M-V/def2-TZVPD

CARTESIAN COORDINATES (ANGSTROEM)
C 1.94361 -0.73074 -0.08716
C 1.74103 0.72169 0.47956
C 0.04389 0.18139 -0.82141
O 0.92285 -0.81147 -1.11314
O 0.73042 1.24504 -0.29647
P -3.11606 0.53585 -0.10857
P -1.32636 -0.60701 0.61803
H 2.83285 -0.75305 -0.62713
H 1.75740 -1.51317 0.60453
H 1.50588 0.71820 1.55115
H 2.57020 1.39361 0.47999
H -0.56014 0.53579 -1.75842
H -3.90134 -0.48441 0.27775
H -3.63570 1.27366 0.97609
H -1.50854 -1.70538 -0.17481

Computed properties:
- spin multiplicity = 3
- max |F| (eV/Å) = 3.8
- charge = 0
- E_HOMO (spin up / spin down) (Eh) = -0.1576 / -0.3292

Record 3
Formula: C13H52N10O13
Source: the Open Molecules 2025 dataset
Level of theory: wB97M-V/def2-TZVPD

CARTESIAN COORDINATES (ANGSTROEM)
C -3.35005 -3.10368 -0.31909
O -2.52226 -3.00498 -1.47410
H -3.57533 -2.12087 0.09492
H -4.25560 -3.69097 -0.47133
H -2.69154 -3.62346 0.37683
H -2.91727 -2.50269 -2.19053
C -3.95281 1.16083 -1.48445
O -3.39777 2.26498 -2.21146
H -4.62375 0.69339 -2.20516
H -3.35335 0.31339 -1.15189
H -4.58853 1.46257 -0.65204
H -2.99362 2.82463 -1.54432
C 4.34042 2.23398 2.50835
O 3.52258 1.32418 1.72317
H 3.83370 3.19867 2.53496
H 4.47464 1.74549 3.47347
H 5.35782 2.27395 2.11926
H 2.62131 1.59758 1.90906
C -2.13935 -0.59262 -4.14432
O -3.06715 -1.73315 -4.23352
H -1.81488 -0.48460 -3.10935
H -1.28441 -0.90940 -4.74168
H -2.61277 0.27925 -4.59577
H -2.88276 -2.22161 -5.03913
C -2.73702 -0.58654 2.42424
O -2.89607 0.34503 1.37529
H -2.14003 -1.46259 2.17076
H -2.21905 -0.14410 3.27515
H -3.65694 -1.11432 2.67582
H -3.81534 0.62102 1.39492
C -0.00253 -0.89604 -0.16878
O 0.34608 0.32113 0.42196
H 0.37389 -0.94003 -1.19077
H 0.25085 -1.74693 0.46357
H -1.08079 -0.76919 -0.26557
H -0.00561 0.47555 1.30177
C 1.66815 3.33793 -0.01671
O 1.48734 3.56880 1.41893
H 2.41838 4.02184 -0.41358
H 1.87559 2.29629 -0.26178
H 0.73604 3.53988 -0.54443
H 0.91310 2.88957 1.78017
C 2.70069 -4.55074 -0.76651
O 2.07596 -3.34711 -0.45399
H 1.93678 -5.31451 -0.62086
H 3.02741 -4.50331 -1.80531
H 3.44333 -4.72250 0.01264
H 1.59223 -3.15389 -1.26039
C 1.14291 0.38735 4.04340
O 0.72613 1.16685 3.24019
N 0.95844 0.59634 5.32402
N 1.65097 -0.77563 3.72315
H 1.26951 -0.06229 6.02371
H 0.51214 1.44300 5.64666
H 1.48240 -1.12785 2.79168
H 1.89233 -1.42187 4.46086
C 1.02243 -4.10394 2.99912
O 0.59063 -4.53566 4.04775
N 2.10989 -3.44668 2.92020
N 0.35375 -4.33480 1.85063
H 2.50240 -3.31815 1.99851
H 2.73116 -3.26428 3.69535
H 0.72536 -3.88499 1.02619
H -0.50497 -4.85042 1.98031
C 0.11145 2.21192 -3.42263
O 1.08185 1.68366 -3.92144
N -0.56786 3.21855 -3.84789
N -0.50583 1.59048 -2.39427
H -1.40653 3.56710 -3.40603
H -0.28577 3.73782 -4.66697
H -0.01455 0.80597 -1.99020
H -1.51200 1.65134 -2.33101
C -2.29129 4.38566 0.64941
O -2.94703 4.35903 -0.41540
N -1.91335 3.32700 1.29737
N -1.89465 5.49326 1.23092
H -1.57604 3.61725 2.20406
H -2.01814 2.36244 1.01678
H -1.32789 5.52102 2.06646
H -2.33396 6.30424 0.81931
C 2.75969 -1.32454 -3.21790
O 1.83128 -1.95455 -3.43355
N 3.83107 -1.27309 -3.90819
N 2.90892 -0.51396 -2.20325
H 3.84454 -1.83494 -4.74738
H 4.53193 -0.58295 -3.67883
H 3.78263 -0.00733 -2.19731
H 2.32634 -0.36243 -1.39223

Computed properties:
- max |F| (eV/Å) = 9.0
- charge = 0
- E_HOMO (Eh) = -0.3228

Record 4
Formula: C20H24N2O3
Source: the Open Molecules 2025 dataset
Level of theory: wB97M-V/def2-TZVPD

CARTESIAN COORDINATES (ANGSTROEM)
C -4.19554 2.22502 -3.74085
O -3.54416 0.99301 -3.33762
C -2.87820 0.88408 -2.15211
C -2.23691 -0.35886 -1.90773
C -1.53706 -0.56237 -0.74125
C -1.44278 0.45840 0.23010
C -0.80866 0.19260 1.49959
N -1.38439 0.46977 2.64722
C -0.67627 0.30945 3.91745
C -2.72792 1.02951 2.76679
C -2.01619 1.72462 -0.05325
C -2.74998 1.93979 -1.20929
H -4.57988 1.98770 -4.73347
H -5.02860 2.47769 -3.06976
H -3.48147 3.05773 -3.80813
H -2.35158 -1.15250 -2.64861
H -1.08555 -1.53174 -0.52063
H 0.07170 -0.45491 1.57336
H -1.37493 0.62249 4.69823
H -0.39514 -0.73668 4.05316
H 0.21369 0.94187 3.95167
H -3.02553 0.84329 3.80192
H -2.73199 2.11331 2.60077
H -3.42840 0.54335 2.07738
H -1.88494 2.54199 0.65458
H -3.24154 2.90574 -1.38873
C 1.57758 -3.95663 -2.02629
C 0.91334 -3.39939 -0.92280
C 1.55060 -2.42942 -0.14658
C 2.83123 -1.98890 -0.46371
C 3.44030 -0.87011 0.34957
C 2.72554 0.48378 0.28118
C 3.61892 1.61913 0.77305
O 2.77100 2.53961 1.44555
C 1.52265 1.93731 1.59809
O 0.64663 2.54426 2.21967
N 1.50206 0.70759 1.01212
C 3.52565 -2.59541 -1.52573
C 2.89153 -3.56586 -2.30623
H 1.06583 -4.68526 -2.65996
H -0.09599 -3.71788 -0.66079
H 1.05117 -1.98104 0.71581
H 3.50896 -1.15298 1.40714
H 4.46025 -0.69327 -0.00407
H 2.54255 0.67531 -0.79547
H 4.36799 1.25805 1.48903
H 4.12529 2.11377 -0.06168
H 4.55227 -2.28312 -1.73485
H 3.42686 -4.02390 -3.14385

Computed properties:
- max |F| (eV/Å) = 2.1
- charge = 0
- E_HOMO (Eh) = -0.2691